# 1
C33H28As2NO4W as an isolated structure, computed with ωB97M-V/def2-TZVPD.

## Properties
ΔE to the lowest compared entry with this formula, charge and spin   104.6 kcal per mole
HOMO (spin up / spin down)   -16.74 / -16.74 eV
E_LUMO (spin up / spin down)   -0.4133 / -0.4200 Eh
M   836.27 g/mol
2S+1   3
Energy   -6167.37626 Ha
HOMO-LUMO gap (spin up / spin down)   5.5 / 5.3 eV
Charge   +3

Atoms and positions in Å:
W1 -0.391 0.138 -0.335
O1 0.063 0.359 -2.075
C1 -0.668 0.236 -3.215
C2 -2.020 -0.130 -3.166
C3 -2.805 -0.168 -4.349
C4 -4.151 -0.423 -4.275
C5 -4.808 -0.675 -3.071
C6 -4.063 -0.724 -1.904
C7 -2.705 -0.468 -1.944
O2 -1.947 -0.548 -0.802
N1 -4.952 -0.424 -5.523
O3 -4.339 -0.253 -6.539
O4 -6.130 -0.587 -5.381
H1 -0.149 0.457 -4.139
H2 -2.346 0.013 -5.312
H3 -5.876 -0.846 -3.071
H4 -4.525 -0.973 -0.961
C8 2.824 -0.262 0.932
C9 2.175 1.001 1.519
As1 1.293 2.096 0.015
C10 1.857 3.951 0.623
C11 2.562 4.757 -0.278
C12 2.904 6.050 0.093
C13 2.538 6.535 1.339
C14 1.849 5.726 2.234
C15 1.501 4.434 1.884
C16 -0.622 2.078 0.580
C17 -1.046 1.044 1.593
C18 -2.506 0.867 1.670
C19 -3.365 1.421 0.764
C20 -2.905 2.292 -0.268
C21 -1.568 2.615 -0.349
As2 1.436 -1.483 0.107
C22 2.598 -3.127 -0.187
C23 2.024 -4.391 -0.015
C24 2.814 -5.519 -0.177
C25 4.150 -5.390 -0.530
C26 4.707 -4.133 -0.724
C27 3.933 -2.991 -0.570
C28 0.420 -2.052 1.723
C29 0.968 -2.256 2.989
C30 0.152 -2.652 4.040
C31 -1.205 -2.857 3.837
C32 -1.755 -2.706 2.571
C33 -0.951 -2.303 1.513
H5 3.411 -0.810 1.690
H6 3.534 0.030 0.138
H7 2.968 1.635 1.946
H8 1.489 0.743 2.340
H9 2.829 4.368 -1.261
H10 3.442 6.684 -0.595
H11 2.773 7.553 1.613
H12 1.567 6.109 3.204
H13 0.942 3.815 2.578
H14 -0.598 1.145 2.599
H15 -2.898 0.303 2.509
H16 -4.427 1.259 0.861
H17 -3.626 2.756 -0.925
H18 -1.224 3.360 -1.073
H19 0.974 -4.489 0.255
H20 2.382 -6.498 -0.033
H21 4.758 -6.272 -0.660
H22 5.745 -4.038 -1.006
H23 4.370 -2.013 -0.752
H24 2.037 -2.133 3.141
H25 0.582 -2.826 5.017
H26 -1.832 -3.166 4.658
H27 -2.799 -2.928 2.404
H28 -1.366 -2.313 0.487

---

# 2
An isolated ion of composition C2H4NO2 and charge +1, computed with ωB97M-V/def2-TZVPD.

## Properties
ΔE to the lowest compared entry with this formula, charge and spin   132.4 kcal per mole
HOMO (spin up / spin down)   -17.30 / -17.30 eV
E_LUMO (spin up / spin down)   -0.2918 / -0.2917 Eh
Structure (SMILES)   O=[N+]1CCO1
M   74.06 g/mol
Energy   -283.34518 Ha
HOMO-LUMO gap (spin up / spin down)   9.4 / 9.4 eV
Charge   +1

Atoms and positions in Å:
O1 2.333 0.437 -0.044
N1 1.213 0.187 -0.048
C1 -0.165 0.651 -0.104
C2 -0.691 -0.750 0.013
O2 0.574 -1.369 0.003
H1 -0.501 1.457 -0.814
H2 -0.308 1.285 0.797
H3 -1.261 -0.812 0.979
H4 -1.195 -1.086 -0.782

---

# 3
A 20-piece molecular cluster, C9H56NO20 overall, computed with ωB97M-V/def2-TZVPD.

## Properties
ΔE to the lowest compared entry with this formula, charge and spin   146.2 kcal per mole
HOMO   -2.16 eV
E_LUMO   0.0648 Eh
M   498.53 g/mol
Energy   -1935.89434 Ha
HOMO-LUMO gap   3.9 eV
Charge   -1

Atoms and positions in Å:
C1 -1.491 1.745 0.122
C2 -0.175 0.954 0.105
C3 0.356 0.821 1.560
C4 -0.386 -0.160 2.461
C5 -0.315 -1.530 1.723
C6 -0.862 -1.529 0.293
N1 -0.349 -0.351 -0.497
O1 -0.745 -0.505 -1.979
C7 -2.390 -1.504 0.413
C8 -0.248 -2.888 -0.265
C9 0.998 1.647 -0.620
H1 -1.954 1.744 -0.865
H2 -1.228 2.781 0.339
H3 -2.333 1.555 0.788
H4 0.323 1.747 2.134
H5 1.418 0.588 1.489
H6 -1.405 0.196 2.613
H7 0.132 -0.171 3.420
H8 -0.969 -2.170 2.315
H9 0.709 -1.887 1.835
H10 -2.875 -2.252 1.040
H11 -2.685 -1.607 -0.632
H12 -2.811 -0.549 0.727
H13 -0.590 -3.751 0.307
H14 0.842 -2.896 -0.247
H15 -0.596 -3.051 -1.285
H16 1.022 2.701 -0.343
H17 0.870 1.773 -1.695
H18 1.997 1.235 -0.479
O2 4.074 -1.753 -4.080
H19 4.554 -2.173 -3.366
H20 3.301 -1.377 -3.660
O3 -6.670 -7.880 3.651
H21 -7.313 -7.229 3.371
H22 -6.224 -8.138 2.844
O4 -4.128 7.675 -2.598
H23 -3.418 7.065 -2.801
H24 -4.741 7.162 -2.072
O5 5.165 9.471 0.097
H25 5.860 10.079 0.347
H26 4.870 9.091 0.925
O6 6.475 2.136 -6.506
H27 6.092 1.568 -5.837
H28 6.483 3.006 -6.106
O7 3.111 7.431 4.144
H29 2.327 6.970 3.845
H30 3.066 7.386 5.099
O8 7.402 5.636 -2.354
H31 7.780 5.110 -1.649
H32 6.714 6.148 -1.928
O9 -2.304 5.659 5.295
H33 -2.483 4.805 4.902
H34 -2.168 5.471 6.224
O10 -6.404 -1.826 -5.159
H35 -5.789 -1.737 -5.887
H36 -5.851 -1.984 -4.395
O11 -2.973 -1.492 -8.340
H37 -2.999 -0.805 -9.006
H38 -2.240 -1.250 -7.774
O12 -1.027 -11.248 -2.672
H39 -1.297 -12.144 -2.875
H40 -1.849 -10.774 -2.542
O13 -7.761 4.733 -1.255
H41 -8.223 4.057 -0.758
H42 -7.914 4.505 -2.171
O14 -0.679 4.802 -6.325
H43 -0.518 4.006 -5.818
H44 0.124 5.315 -6.227
O15 4.300 -6.981 2.640
H45 4.104 -7.606 1.942
H46 3.515 -6.978 3.188
O16 -6.036 -3.560 5.866
H47 -5.512 -4.316 5.603
H48 -5.498 -2.803 5.636
O17 5.846 -2.952 0.776
H49 5.858 -3.890 0.963
H50 5.544 -2.549 1.590
O18 -1.191 -5.820 -6.850
H51 -1.419 -4.891 -6.874
H52 -1.287 -6.068 -5.931
O19 2.661 0.059 10.050
H53 1.976 -0.575 10.266
H54 3.081 0.253 10.887
O20 6.033 -0.719 6.086
H55 5.077 -0.694 6.050
H56 6.264 -0.073 6.753

---

# 4
A 2-piece molecular cluster, C4H12NSi overall, computed with ωB97M-V/def2-TZVPD.

## Properties
ΔE to the lowest compared entry with this formula, charge and spin   57.7 kcal per mole
HOMO   -13.60 eV
E_LUMO   -0.1373 Eh
M   102.23 g/mol
Energy   -503.48421 Ha
HOMO-LUMO gap   9.9 eV
Charge   +1

Atoms and positions in Å:
C1 0.607 1.426 1.088
C2 0.730 -0.079 0.793
C3 -0.157 1.892 -0.165
C4 0.099 -0.374 -0.588
N1 -0.904 0.774 -0.579
Si1 -0.311 -2.976 -0.656
H1 0.005 1.775 1.920
H2 1.593 1.804 1.201
H3 1.755 -0.478 0.819
H4 0.160 -0.734 1.477
H5 -0.878 2.710 0.049
H6 0.576 2.380 -0.747
H7 0.840 0.026 -1.395
H8 -1.597 0.642 0.164
H9 -1.341 0.780 -1.467
H10 -1.874 -2.927 -0.540
H11 0.337 -3.311 0.546
H12 0.361 -3.330 -1.922

---

# 5
One molecule with the formula C2H2ClNO2, computed with ωB97M-V/def2-TZVPD.

## Properties
ΔE to the lowest compared entry with this formula, charge and spin   69.3 kcal per mole
HOMO (spin up / spin down)   -9.70 / -9.70 eV
E_LUMO (spin up / spin down)   -0.0283 / -0.0283 Eh
Structure (SMILES)   O=NCC(=O)Cl
M   107.50 g/mol
Energy   -742.72617 Ha
HOMO-LUMO gap (spin up / spin down)   8.9 / 8.9 eV

Atoms and positions in Å:
O1 -1.287 1.482 0.608
N1 -1.161 0.932 -0.459
C1 -0.396 -0.297 -0.465
C2 0.986 -0.167 0.220
O2 2.061 -0.418 -0.353
Cl1 0.838 0.151 1.869
H1 -0.197 -0.687 -1.588
H2 -0.843 -0.996 0.167

---

# 6
A 3-piece molecular cluster, C25H32BrNO8P2S overall, computed with ωB97M-V/def2-TZVPD.

## Properties
HOMO   -7.84 eV
E_LUMO   -0.1084 Eh
Structure (SMILES)   Brc1cc2c(cc1Cc1ccccc1)Sc1ccccc1N2.COP(=O)(OC)OC.COP(=O)(OC)OC
M   648.45 g/mol
Energy   -5282.76437 Ha
HOMO-LUMO gap   4.9 eV

Atoms and positions in Å:
Br1 0.919 1.737 6.203
C1 -0.274 2.024 4.619
C2 -1.658 2.748 4.804
C3 -2.631 3.023 3.599
C4 -2.123 2.469 2.212
C5 -0.768 1.753 2.036
C6 0.231 1.518 3.222
C7 1.646 0.813 2.981
C8 2.706 1.878 2.366
C9 4.202 1.936 2.840
C10 5.241 2.953 2.243
C11 4.839 3.983 1.141
C12 3.361 3.937 0.663
C13 2.323 2.915 1.257
S1 -3.293 2.795 0.789
C14 -3.850 4.536 1.187
C15 -4.037 5.639 0.112
C16 -4.465 7.079 0.564
C17 -4.699 7.407 2.075
C18 -4.511 6.265 3.099
C19 -4.084 4.799 2.725
N1 -3.912 3.739 3.733
H1 -1.925 3.071 5.876
H2 -0.426 1.353 1.011
H3 2.064 0.308 3.932
H4 1.561 -0.038 2.200
H5 4.622 1.248 3.657
H6 6.330 2.992 2.602
H7 5.543 4.735 0.663
H8 3.024 4.665 -0.161
H9 1.279 2.966 0.797
H10 -3.832 5.394 -0.978
H11 -4.603 7.948 -0.181
H12 -4.981 8.479 2.348
H13 -4.666 6.501 4.212
H14 -4.077 4.079 4.689
C20 -1.080 -3.154 2.296
O1 0.217 -3.618 2.641
P1 1.352 -3.892 1.375
O2 0.836 -2.691 0.584
O3 0.522 -5.256 0.957
C21 0.346 -6.269 1.940
O4 2.516 -4.176 0.144
C22 2.093 -4.753 -1.080
H15 -1.749 -3.372 3.132
H16 -1.064 -2.073 2.141
H17 -1.462 -3.659 1.405
H18 -0.685 -6.241 2.310
H19 1.036 -6.145 2.778
H20 0.528 -7.241 1.477
H21 1.139 -4.339 -1.411
H22 2.017 -5.837 -0.971
H23 2.851 -4.541 -1.836
C23 -0.019 -4.902 -7.735
O5 1.154 -4.308 -7.200
P2 1.089 -3.666 -5.603
O6 0.164 -4.772 -5.102
O7 0.209 -2.389 -6.172
C24 0.757 -1.605 -7.223
O8 1.150 -2.981 -4.028
C25 0.033 -2.251 -3.551
H24 0.082 -4.925 -8.824
H25 -0.117 -5.929 -7.377
H26 -0.912 -4.326 -7.481
H27 0.251 -1.852 -8.163
H28 1.832 -1.770 -7.335
H29 0.586 -0.550 -6.997
H30 -0.908 -2.734 -3.825
H31 0.062 -1.232 -3.940
H32 0.101 -2.200 -2.462

---

# 7
One molecule with the formula C5H8O, computed with ωB97M-V/def2-TZVPD.

## Properties
ΔE to the lowest compared entry with this formula, charge and spin   48.7 kcal per mole
HOMO   -10.18 eV
E_LUMO   0.0352 Eh
Structure (SMILES)   C#CC(C)(C)O
M   84.12 g/mol
Energy   -270.48025 Ha
HOMO-LUMO gap   11.1 eV

Atoms and positions in Å:
C1 -1.886 -1.360 1.050
C2 -1.020 -0.710 0.521
C3 -0.050 0.176 -0.161
C4 0.909 0.864 0.840
C5 0.716 -0.588 -1.239
O1 -0.783 1.172 -0.880
H1 -2.664 -1.939 1.500
H2 0.590 0.770 1.882
H3 1.933 0.484 0.760
H4 0.920 1.922 0.564
H5 0.015 -0.928 -2.005
H6 1.247 -1.451 -0.825
H7 1.442 0.090 -1.698
H8 -1.439 1.549 -0.279

---

# 8
C40H49FN8NaO4 as an isolated structure, computed with ωB97M-V/def2-TZVPD.

## Properties
ΔE to the lowest compared entry with this formula, charge and spin   11.9 kcal per mole
HOMO   -9.26 eV
E_LUMO   -0.1126 Eh
M   747.87 g/mol
Energy   -2554.74712 Ha
HOMO-LUMO gap   6.2 eV
Charge   +1

Atoms and positions in Å:
Na1 1.665 0.967 0.684
C1 -3.567 -3.055 4.998
C2 -2.248 -3.627 4.500
N1 -1.692 -2.867 3.381
C3 -0.750 -1.919 3.635
C4 -0.192 -1.077 2.730
C5 0.811 -0.053 3.316
O1 1.444 -0.456 4.296
O2 0.819 1.074 2.763
C6 -0.551 -1.217 1.347
O3 -0.067 -0.600 0.389
C7 -1.589 -2.241 1.074
C8 -2.014 -2.411 -0.247
C9 -2.972 -3.337 -0.531
F1 -3.396 -3.518 -1.812
C10 -3.551 -4.130 0.465
C11 -3.137 -3.973 1.767
C12 -2.145 -3.030 2.092
N2 -4.560 -5.107 0.159
C13 -4.073 -6.210 -0.655
C14 -5.093 -7.330 -0.650
N3 -6.406 -6.792 -1.161
C15 -6.872 -5.604 -0.358
C16 -5.787 -4.548 -0.386
H1 -3.945 -3.648 5.830
H2 -4.323 -3.043 4.212
H3 -3.427 -2.031 5.345
H4 -2.349 -4.672 4.202
H5 -1.503 -3.604 5.292
H6 -0.409 -1.851 4.661
H7 -1.564 -1.800 -1.019
H8 -3.603 -4.589 2.522
H9 -3.146 -6.591 -0.228
H10 -3.858 -5.906 -1.691
H11 -5.280 -7.691 0.360
H12 -4.802 -8.157 -1.295
H13 -7.115 -7.525 -1.152
H14 -6.288 -6.504 -2.135
H15 -7.048 -5.966 0.654
H16 -7.803 -5.253 -0.797
H17 -6.106 -3.708 0.230
H18 -5.662 -4.174 -1.414
C17 3.858 3.227 -2.708
C18 3.779 1.776 -3.101
C19 4.794 1.193 -3.853
C20 4.736 -0.143 -4.218
C21 3.653 -0.912 -3.824
C22 2.624 -0.370 -3.066
C23 1.458 -1.206 -2.623
C24 2.693 0.980 -2.721
N4 1.713 1.538 -1.863
C25 0.853 2.357 -2.308
C26 0.646 2.699 -3.757
C27 0.008 3.108 -1.301
C28 -1.228 3.804 -1.801
N5 0.445 3.159 -0.113
C29 -0.187 3.989 0.855
C30 -1.298 3.552 1.578
C31 -1.975 2.246 1.279
C32 -1.808 4.394 2.561
C33 -1.244 5.632 2.816
C34 -0.149 6.050 2.078
C35 0.396 5.238 1.092
C36 1.578 5.694 0.281
H19 4.877 3.598 -2.818
H20 3.534 3.383 -1.677
H21 3.222 3.848 -3.346
H22 5.640 1.801 -4.154
H23 5.535 -0.584 -4.799
H24 3.609 -1.961 -4.092
H25 1.681 -2.265 -2.747
H26 0.568 -0.977 -3.217
H27 1.208 -1.021 -1.579
H28 1.351 2.166 -4.390
H29 0.758 3.773 -3.923
H30 -0.368 2.436 -4.062
H31 -1.875 3.096 -2.322
H32 -0.972 4.590 -2.514
H33 -1.780 4.250 -0.977
H34 -1.306 1.541 0.797
H35 -2.841 2.405 0.627
H36 -2.324 1.784 2.202
H37 -2.663 4.061 3.137
H38 -1.653 6.268 3.590
H39 0.300 7.018 2.271
H40 2.114 6.493 0.794
H41 1.265 6.086 -0.692
H42 2.270 4.874 0.080
C37 7.346 2.927 -0.080
N6 6.165 2.156 0.225
C38 5.965 0.791 -0.230
C39 4.475 0.604 0.050
O4 3.852 -0.426 -0.097
N7 3.950 1.790 0.506
C40 4.955 2.640 0.583
N8 4.772 3.916 0.966
H43 8.222 2.291 0.033
H44 7.461 3.756 0.618
H45 7.328 3.324 -1.099
H46 6.562 0.075 0.335
H47 6.164 0.674 -1.298
H48 3.885 4.113 1.402
H49 5.554 4.483 1.239

---

Q: The lowest M belongs to which entry?
A: C2H4NO2

---

Q: What is the M in the third record?
A: 498.53 g/mol

---

Q: Which of these has the lowest M?
A: C2H4NO2

---

Q: Number 3 is which compound?
A: C9H56NO20